Computed, not measured: a 12-piece molecular cluster, C48H72O36 overall, with the ωB97M-V functional and the def2-TZVPD basis.

Properties
* LUMO energy: -0.4 eV
* HOMO energy: -9.683 eV
* molar mass: 1225.07 g mol⁻¹
* max |F|: 6.86 eV/Å
* Kohn-Sham gap: 9.2 eV
* total energy: -124648.8969 eV
* energy above the lowest of the compared OMol25 structures with the same formula, charge and spin: 244.2 kcal per mole

Cartesian coordinates (Å):
1 H 18.62 3.73 2.90
2 C 12.66 -0.21 -3.44
3 C 12.60 -0.26 1.58
4 H 17.87 -3.71 6.46
5 H 12.11 -0.39 -2.52
6 H 12.60 -4.38 0.41
7 H 5.54 -1.34 -4.22
8 H 7.93 -2.05 -4.02
9 C 18.62 -3.79 5.68
10 H 8.45 -2.02 6.74
11 H 11.71 -1.87 -4.45
12 C 14.40 0.94 7.30
13 C 11.87 -4.77 3.44
14 H 5.13 -2.25 -2.70
15 C 7.80 -3.33 -2.28
16 H 9.69 0.26 -1.84
17 C 7.11 -0.01 5.25
18 C 15.24 4.11 6.76
19 O 13.60 5.25 1.91
20 H 17.81 4.74 1.92
21 C 16.40 2.14 1.87
22 H 13.18 -1.23 -5.27
23 H 13.47 -2.10 -3.90
24 C 5.91 -1.80 -3.30
25 C 7.59 -4.84 -4.01
26 C 6.38 -4.31 3.25
27 C 9.79 -5.60 0.84
28 H 19.16 -1.80 5.15
29 O 9.95 -5.05 1.98
30 H 9.58 -3.02 4.27
31 O 6.94 -3.73 -4.42
32 H 11.29 -4.47 4.31
33 H 11.00 -3.33 1.76
34 O 15.67 5.19 7.25
35 C 16.62 -1.74 3.54
36 C 8.57 1.87 0.31
37 H 6.57 -3.84 1.00
38 C 13.59 -1.22 0.99
39 H 19.52 -2.50 2.93
40 H 9.54 -0.21 7.18
41 H 6.94 -3.56 -1.65
42 H 12.12 7.12 1.09
43 H 13.69 1.56 7.85
44 O 7.63 -5.88 -4.70
45 C 12.20 -0.46 3.04
46 H 12.79 -0.11 3.89
47 H 13.58 -6.51 5.81
48 H 15.18 -5.36 7.36
49 O 17.55 -1.92 2.71
50 O 15.66 2.92 7.20
51 H 13.85 0.24 6.67
52 O 13.77 1.80 -3.75
53 O 6.41 -1.16 1.79
54 C 13.05 -4.93 7.35
55 H 14.96 0.16 -3.50
56 C 13.08 7.51 1.42
57 H 4.75 -2.47 1.35
58 C 14.44 -4.56 7.44
59 C 17.74 2.59 1.38
60 C 14.37 2.63 5.37
61 H 12.90 -4.46 3.32
62 O 11.48 -0.68 0.81
63 C 11.96 -5.06 0.97
64 C 6.59 -3.41 2.01
65 H 13.22 -7.14 7.37
66 O 8.68 -6.01 0.40
67 O 7.89 -2.77 1.84
68 H 10.11 0.18 5.63
69 C 18.53 -2.75 3.32
70 O 10.96 -5.63 0.15
71 H 5.24 -2.26 3.05
72 H 15.06 0.49 8.04
73 H 11.51 6.50 3.64
74 O 12.03 3.03 -4.58
75 H 5.53 -5.00 3.24
76 H 13.34 2.35 5.62
77 H 12.76 -5.69 1.36
78 O 12.42 -3.88 6.58
79 O 9.67 2.53 -0.03
80 O 8.16 1.06 -0.66
81 H 14.52 -0.66 0.93
82 O 12.84 3.14 2.37
83 H 12.00 -5.85 3.51
84 O 17.03 -2.20 4.81
85 H 9.64 3.16 -2.06
86 O 8.12 -4.58 -2.75
87 C 11.76 -1.42 -0.22
88 O 8.02 0.59 5.90
89 H 11.91 -6.53 6.45
90 H 18.33 -4.69 5.14
91 H 15.87 3.07 2.10
92 O 11.92 0.77 -4.14
93 O 13.18 -1.95 5.78
94 C 9.96 2.32 -1.44
95 O 6.00 0.36 4.87
96 C 9.21 -0.15 6.15
97 C 7.80 -1.53 1.93
98 C 9.05 1.13 -1.76
99 H 18.40 1.73 1.43
100 H 14.55 -3.93 8.32
101 C 18.42 3.85 1.83
102 H 14.56 2.48 4.31
103 C 11.20 -4.36 2.08
104 C 9.73 -2.45 5.19
105 O 8.78 -0.78 2.09
106 H 6.42 -3.74 4.18
107 C 8.41 1.41 -3.13
108 H 13.90 0.73 -2.10
109 O 15.96 1.88 -1.42
110 H 16.13 1.31 5.99
111 H 7.84 0.58 -3.55
112 C 7.17 -2.66 -3.53
113 C 8.70 -1.55 5.79
114 O 7.51 -1.28 5.11
115 H 11.03 2.16 -1.51
116 O 10.97 -1.86 -0.98
117 C 13.51 6.50 2.51
118 O 15.71 1.63 0.75
119 H 16.43 1.42 2.68
120 H 7.76 2.27 -3.30
121 O 13.06 -1.66 -0.19
122 O 12.50 4.94 3.86
123 H 18.33 -3.77 2.99
124 H 9.26 1.44 -3.82
125 O 15.66 -0.97 3.31
126 H 13.69 7.49 0.51
127 C 13.43 -3.05 6.32
128 C 12.51 1.99 -4.18
129 H 9.99 -3.27 5.87
130 O 7.96 2.26 1.28
131 C 13.98 0.52 -3.17
132 H 19.66 -4.00 5.95
133 H 12.75 -4.94 8.40
134 C 5.59 -2.30 2.02
135 H 10.65 -1.89 5.01
136 O 17.51 2.66 0.08
137 H 11.29 0.14 3.15
138 H 13.06 6.89 4.44
139 C 18.45 -2.54 4.78
140 H 6.21 -0.97 -2.67
141 C 12.96 -6.34 6.69
142 C 12.91 4.32 2.69
143 H 12.84 8.49 1.83
144 O 14.61 -3.69 6.37
145 H 11.86 -1.49 3.15
146 O 14.59 3.98 5.66
147 H 14.46 6.87 2.91
148 H 19.23 4.00 1.12
149 C 12.58 6.32 3.64
150 C 16.34 2.02 -0.27
151 H 13.66 -2.06 1.68
152 C 12.71 -1.44 -4.31
153 C 15.26 1.81 6.42
154 H 7.23 -4.99 3.17
155 H 8.55 -2.73 -1.77
156 H 13.04 0.69 1.29